A structure of composition C41H56AgNP2Si4Te. Source: OMol25; level of theory: wB97M-V/def2-TZVPD.

Each line ends with the Löwdin charge.
Cartesian coordinates (Å):
Ag  -0.004  0.285  0.906  0.22
C  -3.639  1.577  0.999  -0.28
N  -4.024  0.213  0.702  -0.19
C  -3.410  -0.848  1.459  -0.29
P  -1.745  -1.413  0.794  0.97
C  -1.525  -2.992  1.672  -0.37
C  -1.564  -3.001  3.067  -0.10
C  -1.297  -4.164  3.772  -0.08
C  -0.972  -5.330  3.094  -0.08
C  -0.919  -5.327  1.708  -0.08
C  -1.195  -4.166  0.999  -0.10
C  -2.164  -1.838  -0.919  -0.38
C  -3.134  -2.783  -1.251  -0.10
C  -3.470  -2.997  -2.577  -0.07
C  -2.842  -2.270  -3.582  -0.07
C  -1.874  -1.332  -3.261  -0.07
C  -1.536  -1.118  -1.932  -0.12
C  -4.860  -0.069  -0.393  -0.24
C  -4.818  0.709  -1.550  -0.02
C  -5.680  0.450  -2.607  -0.08
C  -6.589  -0.593  -2.539  -0.10
C  -6.636  -1.370  -1.390  -0.09
C  -5.790  -1.111  -0.327  -0.04
P  -1.945  2.134  0.392  1.02
C  -1.498  3.351  1.678  -0.40
C  -1.102  4.651  1.379  -0.09
C  -0.640  5.491  2.383  -0.08
C  -0.561  5.043  3.692  -0.08
C  -0.939  3.742  3.997  -0.08
C  -1.395  2.902  2.996  -0.14
C  -2.301  3.159  -1.073  -0.41
C  -3.316  4.116  -1.108  -0.11
C  -3.557  4.837  -2.266  -0.07
C  -2.783  4.613  -3.399  -0.08
C  -1.767  3.671  -3.371  -0.07
C  -1.529  2.944  -2.212  -0.09
H  -3.623  1.705  2.085  0.08
H  -4.412  2.243  0.613  0.09
H  -4.056  -1.726  1.488  0.08
H  -3.269  -0.526  2.494  0.09
H  -1.779  -2.091  3.615  0.10
H  -1.329  -4.155  4.854  0.11
H  -0.755  -6.235  3.644  0.10
H  -0.660  -6.232  1.173  0.11
H  -1.146  -4.174  -0.081  0.10
H  -3.634  -3.347  -0.472  0.11
H  -4.230  -3.724  -2.830  0.11
H  -3.112  -2.437  -4.617  0.11
H  -1.380  -0.765  -4.039  0.11
H  -0.781  -0.381  -1.677  0.05
H  -4.099  1.511  -1.641  0.09
H  -5.623  1.067  -3.495  0.11
H  -7.255  -0.796  -3.368  0.10
H  -7.351  -2.180  -1.312  0.10
H  -5.868  -1.711  0.571  0.11
H  -1.144  5.010  0.360  0.10
H  -0.331  6.499  2.136  0.10
H  -0.192  5.698  4.470  0.10
H  -0.859  3.377  5.013  0.11
H  -1.648  1.875  3.243  0.09
H  -3.914  4.306  -0.224  0.11
H  -4.347  5.577  -2.286  0.11
H  -2.973  5.178  -4.302  0.10
H  -1.159  3.500  -4.250  0.11
H  -0.737  2.204  -2.185  0.08
C  1.834  -2.718  -0.621  -0.22
Si  3.084  -2.214  0.708  0.32
C  2.318  -2.518  2.399  -0.22
C  4.577  -3.351  0.501  -0.22
Si  3.719  0.030  0.432  -0.05
Te  2.167  1.593  1.614  0.25
Si  3.682  0.561  -1.840  0.32
C  4.442  2.260  -2.130  -0.22
C  4.621  -0.721  -2.859  -0.21
C  1.887  0.621  -2.439  -0.23
Si  5.824  0.372  1.382  0.31
C  5.857  -0.410  3.096  -0.22
C  7.183  -0.399  0.322  -0.22
C  6.163  2.215  1.559  -0.23
H  1.505  -3.749  -0.470  0.03
H  2.266  -2.645  -1.622  0.02
H  0.949  -2.076  -0.592  -0.02
H  2.021  -3.564  2.516  0.03
H  1.432  -1.892  2.529  -0.01
H  3.017  -2.265  3.199  0.02
H  4.282  -4.402  0.568  0.03
H  5.324  -3.164  1.275  0.01
H  5.055  -3.200  -0.470  0.02
H  5.507  2.262  -1.884  0.02
H  3.950  3.008  -1.504  0.03
H  4.339  2.566  -3.174  0.03
H  5.640  -0.854  -2.487  0.02
H  4.685  -0.420  -3.907  0.03
H  4.123  -1.693  -2.820  0.01
H  1.332  1.339  -1.827  -0.01
H  1.409  -0.357  -2.339  0.00
H  1.819  0.929  -3.486  0.03
H  5.754  -1.496  3.040  0.01
H  5.031  -0.025  3.699  0.03
H  6.792  -0.188  3.618  0.03
H  6.995  -1.458  0.136  0.01
H  8.156  -0.312  0.813  0.03
H  7.254  0.105  -0.645  0.02
H  5.358  2.700  2.115  0.01
H  6.240  2.704  0.586  0.02
H  7.098  2.386  2.099  0.03

Results
F_max	0.15	eV Å⁻¹
energy above the lowest of the compared OMol25 structures with the same formula, charge and spin	0.078	eV
E_LUMO	0.016	hartree
HOMO-LUMO gap	0.2543	hartree
charge	0

A cluster of 14 separate species, C44H107N2O17S8 in total in a non-equilibrium geometry. Source: OMol25; level of theory: wB97M-V/def2-TZVPD.

Each line ends with the Löwdin charge.
Cartesian coordinates (Å):
C  1.140  2.072  3.196  -0.11
C  1.646  2.282  1.786  -0.23
C  1.366  1.199  0.741  -0.14
C  -0.095  1.172  0.263  -0.09
N  -0.485  -0.049  -0.571  -0.20
C  -1.985  -0.129  -0.809  -0.08
C  -2.185  -1.591  -1.291  -0.15
C  -1.192  -2.484  -0.534  -0.14
C  -0.191  -1.462  0.004  -0.09
C  0.312  0.054  -1.896  0.03
H  0.088  2.346  3.270  0.04
H  1.768  2.537  3.956  0.04
H  1.233  1.014  3.439  0.08
H  2.701  2.504  1.946  0.09
H  1.260  3.237  1.428  0.09
H  1.690  0.227  1.114  0.12
H  1.961  1.532  -0.109  0.09
H  -0.420  2.034  -0.320  0.13
H  -0.824  1.064  1.067  0.10
H  -2.282  0.583  -1.579  0.12
H  -2.573  0.098  0.079  0.11
H  -2.098  -1.639  -2.376  0.09
H  -3.158  -1.994  -1.008  0.11
H  -0.687  -3.115  -1.265  0.09
H  -1.750  -3.048  0.213  0.11
H  0.812  -1.818  -0.233  0.10
H  -0.319  -1.388  1.084  0.12
H  0.119  1.051  -2.292  0.09
H  0.014  -0.829  -2.461  0.08
H  1.370  -0.112  -1.694  0.07
C  6.894  1.782  0.574  -0.27
S  6.607  0.542  -0.717  0.82
O  7.300  -0.705  -0.256  -0.56
C  4.866  0.285  -0.325  -0.28
H  6.345  1.476  1.465  0.04
H  6.578  2.774  0.251  0.05
H  7.904  1.700  0.977  0.06
H  4.306  -0.257  -1.086  0.03
H  4.380  1.260  -0.359  0.04
H  4.692  -0.169  0.651  0.06
C  4.798  2.003  -4.262  -0.25
S  3.303  0.987  -3.989  0.88
O  2.666  1.525  -2.674  -0.59
C  2.419  1.724  -5.396  -0.26
H  4.752  3.088  -4.180  0.07
H  5.146  1.754  -5.264  0.05
H  5.581  1.704  -3.565  0.03
H  2.950  1.378  -6.282  0.06
H  2.470  2.813  -5.376  0.06
H  1.360  1.481  -5.306  0.03
C  1.858  -5.030  -3.995  -0.24
S  2.332  -3.235  -3.762  0.89
O  1.005  -2.465  -3.822  -0.58
C  2.833  -3.428  -1.992  -0.26
H  2.660  -5.765  -3.931  0.06
H  1.451  -5.114  -5.003  0.05
H  0.977  -5.362  -3.446  0.02
H  3.676  -4.068  -1.731  0.07
H  1.948  -3.752  -1.444  0.01
H  3.178  -2.465  -1.616  0.03
C  -1.175  4.398  4.105  -0.25
S  -2.531  4.109  2.861  0.88
O  -2.114  2.869  2.056  -0.59
C  -3.843  3.475  4.001  -0.24
H  -1.095  3.625  4.869  0.04
H  -1.389  5.238  4.765  0.06
H  -0.242  4.559  3.564  0.04
H  -4.859  3.835  3.835  0.05
H  -3.616  3.667  5.049  0.05
H  -3.959  2.395  3.905  0.04
C  -6.859  1.479  -2.163  -0.23
S  -6.130  -0.149  -1.619  0.88
O  -4.830  -0.189  -2.427  -0.60
C  -5.565  0.365  0.087  -0.23
H  -7.699  1.596  -1.478  0.04
H  -7.367  1.380  -3.122  0.05
H  -6.175  2.327  -2.120  0.04
H  -4.830  1.159  -0.041  0.04
H  -5.066  -0.418  0.659  0.03
H  -6.405  0.828  0.604  0.05
C  -1.683  -3.723  -4.314  -0.26
S  -3.226  -4.077  -5.263  0.87
O  -3.594  -5.524  -4.806  -0.59
C  -4.372  -2.871  -4.497  -0.26
H  -1.792  -3.521  -3.249  0.03
H  -1.063  -2.986  -4.825  0.03
H  -1.086  -4.635  -4.287  0.03
H  -5.384  -2.961  -4.891  0.06
H  -4.037  -1.850  -4.682  0.03
H  -4.289  -3.102  -3.435  0.04
C  0.659  -4.340  2.085  -0.23
S  2.364  -4.294  1.417  0.82
O  2.677  -2.796  1.336  -0.58
C  3.318  -4.805  2.857  -0.25
H  -0.043  -4.491  1.265  0.01
H  0.377  -3.434  2.621  0.06
H  0.657  -5.271  2.653  0.06
H  3.236  -5.859  3.124  0.06
H  2.986  -4.104  3.622  0.05
H  4.354  -4.515  2.679  0.06
C  3.762  3.389  7.942  -0.25
S  2.035  2.959  8.550  0.85
O  1.441  4.280  8.972  -0.56
C  1.398  2.442  6.897  -0.28
H  3.792  4.176  7.189  0.04
H  4.141  2.413  7.640  0.04
H  4.391  3.717  8.770  0.05
H  1.953  1.678  6.352  0.04
H  1.296  3.395  6.378  0.04
H  0.380  2.053  6.867  0.03
C  6.443  4.145  2.898  -0.38
O  5.868  4.795  2.088  0.04
N  5.866  3.499  3.968  -0.16
C  6.539  2.883  5.134  -0.05
C  4.420  3.587  4.219  -0.07
H  7.524  3.946  2.841  0.14
H  7.625  2.935  5.065  0.09
H  6.193  1.866  5.321  0.08
H  6.309  3.432  6.047  0.07
H  3.830  4.046  3.426  0.08
H  3.997  2.618  4.485  0.08
H  4.169  4.248  5.049  0.07
O  -2.061  5.713  -2.902  0.08
C  -2.264  4.843  -2.047  -0.54
O  -1.542  4.501  -1.033  0.02
C  -0.280  5.101  -0.802  -0.24
C  -0.241  6.477  -0.196  -0.06
C  -3.531  3.984  -2.113  0.02
H  0.347  5.245  -1.682  0.12
H  0.396  4.464  -0.232  0.10
H  -0.699  7.198  -0.873  0.08
H  0.679  6.788  0.299  0.09
H  -1.008  6.402  0.575  0.07
H  -4.257  4.383  -2.822  0.09
H  -4.029  3.701  -1.186  0.07
H  -3.202  3.054  -2.578  0.06
O  -2.924  -1.356  2.282  0.10
C  -2.914  -2.042  3.260  -0.52
O  -2.154  -1.840  4.348  -0.01
C  -1.465  -0.662  4.506  -0.24
C  -0.419  -0.892  5.635  -0.03
C  -3.812  -3.264  3.418  0.04
H  -2.109  0.182  4.751  0.13
H  -1.011  -0.507  3.527  0.10
H  0.298  -0.084  5.777  0.04
H  0.150  -1.806  5.468  0.08
H  -1.043  -0.965  6.526  0.08
H  -3.228  -4.183  3.392  0.09
H  -4.552  -3.261  2.618  0.09
H  -4.374  -3.143  4.345  0.09
O  -1.785  1.594  -4.189  0.05
C  -1.504  2.109  -5.289  -0.46
O  -2.012  1.709  -6.530  -0.03
C  -2.791  0.532  -6.699  -0.23
C  -4.198  0.743  -6.253  -0.07
C  -0.576  3.233  -5.431  0.01
H  -2.344  -0.329  -6.202  0.11
H  -2.690  0.356  -7.769  0.13
H  -4.794  -0.165  -6.166  0.07
H  -4.672  1.453  -6.931  0.09
H  -4.348  1.067  -5.223  0.07
H  -0.067  3.471  -4.497  0.10
H  -1.226  3.998  -5.856  0.11
H  0.198  2.964  -6.150  0.07
O  -1.750  -5.999  0.266  0.07
C  -1.206  -6.663  -0.583  -0.50
O  -1.910  -7.469  -1.418  -0.03
C  -3.330  -7.576  -1.500  -0.20
C  -3.559  -8.358  -2.797  -0.06
C  0.299  -6.542  -0.828  0.03
H  -3.762  -6.578  -1.583  0.12
H  -3.667  -8.163  -0.646  0.12
H  -4.616  -8.614  -2.881  0.08
H  -3.050  -9.318  -2.890  0.08
H  -3.407  -7.704  -3.655  0.05
H  0.865  -6.695  0.091  0.08
H  0.394  -5.534  -1.231  0.06
H  0.607  -7.248  -1.599  0.09

Results
F_max	4.46	eV Å⁻¹
E_LUMO	-0.056	hartree
HOMO-LUMO gap	0.3237	hartree
charge	+1

A structure of composition C27H12F5N6OS5Tl. Source: OMol25; level of theory: wB97M-V/def2-TZVPD.

Each line ends with the Löwdin charge.
Cartesian coordinates (Å):
Tl  0.372  -0.343  -0.260  0.61
C  -1.246  2.615  -3.551  -0.09
C  -0.262  2.023  -2.773  -0.11
N  -0.378  1.956  -1.454  0.06
C  -1.466  2.474  -0.891  -0.21
C  -2.477  3.000  -1.686  -0.05
N  -2.367  3.079  -3.010  0.11
C  -1.547  2.445  0.600  -0.21
C  -2.393  3.300  1.287  0.06
C  -2.438  3.241  2.672  -0.13
C  -1.641  2.303  3.310  0.06
C  -0.828  1.470  2.552  -0.19
N  -0.765  1.570  1.227  0.07
C  0.006  0.406  3.188  -0.19
C  -0.166  0.007  4.510  -0.06
N  0.628  -0.892  5.085  0.10
C  1.573  -1.439  4.326  -0.09
C  1.683  -1.125  2.979  -0.09
N  0.914  -0.198  2.427  0.06
C  -3.317  4.154  3.448  -0.17
C  -4.023  3.701  4.554  -0.01
C  -4.836  4.589  5.242  -0.13
N  -4.978  5.871  4.904  0.06
C  -4.294  6.300  3.843  -0.13
C  -3.461  5.488  3.089  -0.01
H  -1.140  2.698  -4.627  0.12
H  0.625  1.581  -3.214  0.10
H  -3.412  3.344  -1.257  0.12
H  -3.014  4.009  0.756  0.12
H  -1.641  2.243  4.390  0.12
H  -0.976  0.391  5.120  0.12
H  2.243  -2.149  4.798  0.11
H  2.389  -1.635  2.330  0.11
H  -3.966  2.663  4.861  0.12
H  -5.404  4.255  6.104  0.11
H  -4.417  7.347  3.586  0.11
H  -2.912  5.900  2.250  0.12
F  -4.957  -2.672  -4.711  0.13
C  -4.318  -2.303  -3.600  -0.15
C  -3.121  -1.628  -3.672  -0.15
F  -2.593  -1.332  -4.863  0.12
C  -2.475  -1.252  -2.511  -0.23
F  -1.311  -0.590  -2.661  0.01
C  -2.972  -1.510  -1.241  -0.53
S  -2.213  -1.008  0.258  0.61
C  -4.186  -2.196  -1.215  -0.25
F  -4.752  -2.497  -0.043  0.08
C  -4.848  -2.589  -2.360  -0.15
F  -6.006  -3.247  -2.277  0.12
O  6.409  -3.440  -0.362  -0.04
C  5.285  -3.123  -0.626  -1.01
S  4.870  -1.804  -1.741  0.97
C  3.130  -1.999  -1.685  -1.21
C  2.637  -2.995  -0.788  -1.21
S  1.048  -3.171  -0.386  0.62
S  3.851  -3.890  0.098  0.96
S  2.170  -0.912  -2.462  0.62

Results
F_max	0.56	eV Å⁻¹
energy above the lowest of the compared OMol25 structures with the same formula, charge and spin	0.797	eV
E_LUMO	-0.077	hartree
HOMO-LUMO gap	0.2032	hartree
charge	0